DFT (wB97M-V/def2-TZVPD) results for a single C7H10 molecule.

Each atom is followed by the atoms it is bonded to, with distances in Å.
Atoms and positions in Å:
1 C -1.55 -0.35 0.16  C2 1.505, C3 1.504, H8 1.087, H9 1.087
2 C -1.15 0.78 -0.76  C1 1.505, C3 1.506, H10 1.087, H11 1.087
3 C -0.10 0.01 -0.01  C1 1.504, C2 1.506, C4 1.498, C7 1.498
4 C 0.82 -0.89 -0.77  C3 1.498, C5 1.329, H13 1.091
5 C 0.72 -2.22 -0.85  C4 1.329, H12 1.088, H14 1.087
6 C 0.98 1.94 1.19  C7 1.329, H15 1.088, H16 1.087
7 C 0.62 0.66 1.14  C3 1.498, C6 1.329, H17 1.091
8 H -1.91 -1.26 -0.30  C1 1.087
9 H -2.02 -0.09 1.10  C1 1.087
10 H -1.24 0.62 -1.83  C2 1.087
11 H -1.37 1.80 -0.43  C2 1.087
12 H -0.09 -2.76 -0.37  C5 1.088
13 H 1.66 -0.39 -1.25  C4 1.091
14 H 1.45 -2.81 -1.40  C5 1.087
15 H 0.75 2.63 0.39  C6 1.088
16 H 1.54 2.33 2.04  C6 1.087
17 H 0.89 -0.02 1.95  C7 1.091

Computed properties:
2S+1	1
energy relative to the best compared isomer or geometry (same formula, charge and spin)	191.93	kJ/mol
LUMO	1.150	eV
SMILES string	C=CC1(C=C)CC1

DFT (wB97M-V/def2-TZVPD) results for a single C22H32N4O4S molecule at a distorted geometry.

Each atom is followed by the atoms it is bonded to, with distances in Å.
Atoms and positions in Å:
1 C -0.54 -3.99 1.73  C2 1.529, H61 1.086, H62 1.087, H63 1.087
2 C -0.95 -3.13 0.54  C1 1.529, O3 1.408, H59 1.102, H60 1.095
3 O -0.18 -3.34 -0.62  C2 1.408, C4 1.409
4 C 0.97 -2.54 -0.79  O3 1.409, C5 1.534, H57 1.100, H58 1.094
5 C 2.24 -3.09 -0.12  C4 1.534, H6 1.090, H7 1.092, C8 1.533
6 H 2.33 -4.15 -0.36  C5 1.090
7 H 2.17 -2.99 0.97  C5 1.092
8 C 3.49 -2.35 -0.60  C5 1.533, N9 1.443, H55 1.092, H56 1.094
9 N 3.46 -0.95 -0.27  C8 1.443, C10 1.348, H54 1.023
10 C 3.04 -0.01 -1.14  N9 1.348, N11 1.360, S53 1.664
11 N 2.89 1.26 -0.67  C10 1.360, C12 1.454, C38 1.447
12 C 2.08 2.20 -1.42  N11 1.454, C13 1.506, H36 1.092, H37 1.091
13 C 0.64 2.12 -0.95  C12 1.506, C14 1.354, C22 1.459
14 C -0.16 1.10 -1.32  C13 1.354, C15 1.426, H35 1.081
15 C -1.48 0.95 -0.79  C14 1.426, C16 1.397, C20 1.410
16 C -2.32 -0.11 -1.12  C15 1.397, C17 1.379, H34 1.078
17 C -3.58 -0.21 -0.58  C16 1.379, C18 1.409, O30 1.371
18 C -4.03 0.76 0.34  C17 1.409, C19 1.384, O26 1.365
19 C -3.21 1.83 0.67  C18 1.384, C20 1.391, H25 1.079
20 C -1.94 1.94 0.11  C15 1.410, C19 1.391, N21 1.370
21 N -1.11 2.97 0.43  C20 1.370, C22 1.379, H24 1.013
22 C 0.19 3.13 -0.01  C13 1.459, N21 1.379, O23 1.221
23 O 0.86 4.06 0.41  C22 1.221
24 H -1.44 3.68 1.08  N21 1.013
25 H -3.58 2.57 1.36  C19 1.079
26 O -5.25 0.68 0.94  C18 1.365, C27 1.413
27 C -5.89 -0.57 0.79  O26 1.413, C28 1.527, H32 1.099, H33 1.091
28 C -5.74 -1.07 -0.64  C27 1.527, H29 1.099, O30 1.410, H31 1.091
29 H -6.18 -0.33 -1.33  C28 1.099
30 O -4.38 -1.27 -0.95  C17 1.371, C28 1.410
31 H -6.23 -2.03 -0.78  C28 1.091
32 H -5.44 -1.30 1.48  C27 1.099
33 H -6.94 -0.41 1.06  C27 1.091
34 H -1.99 -0.87 -1.81  C16 1.078
35 H 0.19 0.36 -2.03  C14 1.081
36 H 2.15 1.95 -2.48  C12 1.092
37 H 2.46 3.21 -1.25  C12 1.091
38 C 3.29 1.65 0.66  N11 1.447, H39 1.094, H40 1.091, C41 1.540
39 H 4.31 1.28 0.84  C38 1.094
40 H 3.32 2.74 0.66  C38 1.091
41 C 2.36 1.20 1.79  C38 1.540, N42 1.461, H51 1.100, H52 1.092
42 N 2.74 -0.10 2.35  C41 1.461, C43 1.453, C47 1.451
43 C 3.84 0.03 3.30  N42 1.453, H44 1.088, H45 1.089, H46 1.099
44 H 4.68 0.53 2.82  C43 1.088
45 H 4.16 -0.97 3.60  C43 1.089
46 H 3.55 0.60 4.19  C43 1.099
47 C 1.62 -0.77 2.97  N42 1.451, H48 1.089, H49 1.090, H50 1.099
48 H 0.84 -0.93 2.22  C47 1.089
49 H 1.95 -1.74 3.35  C47 1.090
50 H 1.19 -0.20 3.80  C47 1.099
51 H 2.33 1.97 2.57  C41 1.100
52 H 1.35 1.11 1.39  C41 1.092
53 S 2.81 -0.36 -2.76  C10 1.664
54 H 3.35 -0.74 0.72  N9 1.023
55 H 3.59 -2.44 -1.68  C8 1.092
56 H 4.38 -2.79 -0.13  C8 1.094
57 H 0.78 -1.52 -0.43  C4 1.100
58 H 1.14 -2.51 -1.87  C4 1.094
59 H -0.93 -2.06 0.82  C2 1.102
60 H -1.97 -3.38 0.25  C2 1.095
61 H 0.43 -3.70 2.12  C1 1.086
62 H -0.50 -5.03 1.43  C1 1.087
63 H -1.28 -3.89 2.53  C1 1.087

Computed properties:
2S+1	1
energy relative to the best compared isomer or geometry (same formula, charge and spin)	176.99	kJ/mol
LUMO	0.244	eV
SMILES string	CCOCCCNC(=S)N(CCN(C)C)Cc1cc2cc3c(cc2[nH]c1=O)OCCO3

DFT (wB97M-V/def2-TZVPD) results for a 10-piece molecular cluster, C55H94N6O20 overall at a distorted geometry.

Each atom is followed by the atoms it is bonded to, with distances in Å.
Atoms and positions in Å:
1 N -4.05 1.34 3.72  C2 1.375, H28 1.050
2 C -2.96 1.13 2.91  N1 1.375, N3 1.542, N4 1.513
3 N -1.76 0.41 3.56  C2 1.542, H29 1.050, H30 1.046
4 N -2.81 1.60 1.48  C2 1.513, C5 1.523, H31 1.050
5 C -4.03 1.18 0.66  N4 1.523, C6 1.660, H32 1.193, H33 1.177
6 C -3.57 0.10 -0.52  C5 1.660, C7 1.673, H34 1.172, H35 1.171
7 C -3.37 -1.45 0.09  C6 1.673, C8 1.639, H36 1.171, H37 1.182
8 C -2.82 -2.42 -1.11  C7 1.639, N9 1.512, H38 1.191, H39 1.194
9 N -2.09 -3.66 -0.65  C8 1.512, C10 1.537, C26 1.525
10 C -0.58 -3.37 -0.69  N9 1.537, O11 1.361, C12 1.643
11 O 0.18 -3.17 -1.80  C10 1.361
12 C -0.04 -3.41 0.86  C10 1.643, C13 1.640, C25 1.639
13 C 1.37 -2.95 1.55  C12 1.640, C14 1.655, C16 1.640
14 C 2.50 -2.27 0.55  C13 1.655, N15 1.538, H40 1.178, H41 1.173
15 N 2.92 -3.39 -0.42  C14 1.538, H42 1.053, H43 1.058
16 C 1.54 -3.17 3.17  C13 1.640, C17 1.670, H44 1.189
17 C 0.27 -3.87 3.99  C16 1.670, C18 1.657, H45 1.177
18 C -1.14 -4.31 3.24  C17 1.657, C19 1.637, C25 1.638
19 C -2.32 -5.00 4.15  C18 1.637, C20 1.627, C24 1.628
20 C -3.69 -4.31 4.70  C19 1.627, C21 1.603, H46 1.179
21 C -4.69 -5.16 5.61  C20 1.603, N22 1.489, H47 1.196
22 N -4.66 -6.58 6.08  C21 1.489, C23 1.489
23 C -3.40 -7.16 5.54  N22 1.489, C24 1.603, H48 1.196
24 C -2.22 -6.55 4.66  C19 1.628, C23 1.603, H49 1.179
25 C -1.33 -4.06 1.64  C12 1.639, C18 1.638, C26 1.639
26 C -2.58 -4.34 0.62  N9 1.525, C25 1.639, O27 1.362
27 O -3.75 -5.03 0.82  C26 1.362
28 H -3.84 0.91 4.65  N1 1.050
29 H -1.02 1.13 3.73  N3 1.050
30 H -1.41 -0.26 2.83  N3 1.046
31 H -2.75 2.64 1.47  N4 1.050
32 H -4.85 0.62 1.31  C5 1.193
33 H -4.51 2.16 0.22  C5 1.177
34 H -4.38 0.16 -1.35  C6 1.172
35 H -2.57 0.52 -0.97  C6 1.171
36 H -2.60 -1.35 0.96  C7 1.171
37 H -4.44 -1.82 0.43  C7 1.182
38 H -3.70 -2.65 -1.89  C8 1.191
39 H -2.04 -1.77 -1.73  C8 1.194
40 H 1.96 -1.38 0.00  C14 1.178
41 H 3.37 -1.90 1.24  C14 1.173
42 H 3.96 -3.47 -0.27  N15 1.053
43 H 2.52 -4.28 -0.02  N15 1.058
44 H 2.54 -2.82 3.72  C16 1.189
45 H 0.40 -4.06 5.14  C17 1.177
46 H -3.93 -3.20 4.42  C20 1.179
47 H -5.65 -4.56 6.01  C21 1.196
48 H -3.25 -8.31 5.86  C23 1.196
49 H -1.30 -7.21 4.34  C24 1.179
50 O -4.72 3.91 0.51  C51 1.231
51 C -5.34 4.63 -0.27  O50 1.231, O52 1.351, C55 1.499
52 O -6.23 4.09 -1.13  C51 1.351, C53 1.441
53 C -7.14 4.85 -1.95  O52 1.441, C54 1.515, H56 1.095, H57 1.095
54 C -6.48 5.28 -3.24  C53 1.515, H58 1.093, H59 1.094, H60 1.095
55 C -5.05 6.09 -0.36  C51 1.499, H61 1.095, H62 1.095, H63 1.088
56 H -7.56 5.69 -1.39  C53 1.095
57 H -7.98 4.19 -2.18  C53 1.095
58 H -5.63 5.93 -3.07  C54 1.093
59 H -7.20 5.81 -3.88  C54 1.094
60 H -6.11 4.40 -3.79  C54 1.095
61 H -4.18 6.25 -1.02  C55 1.095
62 H -4.80 6.46 0.64  C55 1.095
63 H -5.89 6.69 -0.70  C55 1.088
64 O 0.80 -7.05 0.14  C65 1.231
65 C 0.28 -7.37 -0.93  O64 1.231, O66 1.351, C69 1.499
66 O 0.92 -8.21 -1.78  C65 1.351, C67 1.441
67 C 0.33 -8.80 -2.94  O66 1.441, C68 1.515, H70 1.095, H71 1.095
68 C 0.42 -7.88 -4.13  C67 1.515, H72 1.093, H73 1.094, H74 1.095
69 C -1.03 -6.78 -1.35  C65 1.499, H75 1.095, H76 1.095, H77 1.088
70 H -0.70 -9.13 -2.74  C67 1.095
71 H 0.90 -9.71 -3.15  C67 1.095
72 H -0.13 -6.94 -3.97  C68 1.093
73 H 0.02 -8.36 -5.03  C68 1.094
74 H 1.46 -7.60 -4.32  C68 1.095
75 H -0.85 -5.81 -1.83  C69 1.095
76 H -1.64 -6.63 -0.46  C69 1.095
77 H -1.61 -7.42 -2.01  C69 1.088
78 O 5.11 -0.77 -1.25  C79 1.231
79 C 5.88 -1.44 -1.94  O78 1.231, O80 1.351, C83 1.499
80 O 7.20 -1.15 -1.96  C79 1.351, C81 1.441
81 C 8.21 -1.98 -2.57  O80 1.441, C82 1.515, H84 1.095, H85 1.095
82 C 8.35 -1.68 -4.05  C81 1.515, H86 1.093, H87 1.094, H88 1.095
83 C 5.36 -2.52 -2.84  C79 1.499, H89 1.095, H90 1.095, H91 1.088
84 H 8.02 -3.04 -2.37  C81 1.095
85 H 9.15 -1.74 -2.07  C81 1.095
86 H 7.42 -1.90 -4.59  C82 1.093
87 H 9.15 -2.28 -4.49  C82 1.094
88 H 8.57 -0.62 -4.20  C82 1.095
89 H 5.04 -2.08 -3.78  C83 1.095
90 H 4.51 -3.00 -2.35  C83 1.095
91 H 6.08 -3.31 -3.03  C83 1.088
92 O -5.28 5.96 -5.53  C93 1.231
93 C -4.51 5.29 -6.22  O92 1.231, O94 1.351, C97 1.499
94 O -3.19 5.58 -6.24  C93 1.351, C95 1.441
95 C -2.19 4.75 -6.84  O94 1.441, C96 1.515, H98 1.095, H99 1.095
96 C -2.05 5.05 -8.32  C95 1.515, H100 1.093, H101 1.094, H102 1.095
97 C -5.03 4.21 -7.11  C93 1.499, H103 1.095, H104 1.095, H105 1.088
98 H -2.38 3.69 -6.64  C95 1.095
99 H -1.24 4.99 -6.34  C95 1.095
100 H -2.98 4.83 -8.86  C96 1.093
101 H -1.25 4.45 -8.76  C96 1.094
102 H -1.83 6.11 -8.48  C96 1.095
103 H -5.36 4.65 -8.06  C97 1.095
104 H -5.89 3.73 -6.62  C97 1.095
105 H -4.32 3.42 -7.30  C97 1.088
106 O -8.32 7.69 -1.00  C107 1.231
107 C -9.54 7.72 -1.14  O106 1.231, O108 1.351, C111 1.499
108 O -10.16 6.83 -1.94  C107 1.351, C109 1.441
109 C -11.59 6.65 -2.02  O108 1.441, C110 1.515, H112 1.095, H113 1.095
110 C -12.20 7.63 -3.01  C109 1.515, H114 1.093, H115 1.094, H116 1.095
111 C -10.35 8.81 -0.51  C107 1.499, H117 1.095, H118 1.095, H119 1.088
112 H -12.05 6.71 -1.03  C109 1.095
113 H -11.75 5.63 -2.38  C109 1.095
114 H -12.04 8.66 -2.70  C110 1.093
115 H -13.27 7.45 -3.11  C110 1.094
116 H -11.73 7.52 -3.99  C110 1.095
117 H -10.33 9.69 -1.15  C111 1.095
118 H -9.90 9.06 0.46  C111 1.095
119 H -11.38 8.53 -0.30  C111 1.088
120 O -0.43 4.74 1.83  C121 1.231
121 C 0.41 3.96 1.38  O120 1.231, O122 1.351, C125 1.499
122 O 0.67 2.80 2.02  C121 1.351, C123 1.441
123 C 1.48 1.73 1.48  O122 1.441, C124 1.515, H126 1.095, H127 1.095
124 C 2.95 1.97 1.76  C123 1.515, H128 1.093, H129 1.094, H130 1.095
125 C 1.22 4.32 0.17  C121 1.499, H131 1.095, H132 1.095, H133 1.088
126 H 1.27 1.59 0.41  C123 1.095
127 H 1.15 0.82 1.98  C123 1.095
128 H 3.31 2.88 1.28  C124 1.093
129 H 3.55 1.13 1.40  C124 1.094
130 H 3.11 2.08 2.84  C124 1.095
131 H 2.07 4.93 0.48  C125 1.095
132 H 0.59 4.91 -0.51  C125 1.095
133 H 1.56 3.46 -0.40  C125 1.088
134 O 3.30 -0.24 3.55  C135 1.231
135 C 4.38 -0.36 4.12  O134 1.231, O136 1.351, C139 1.499
136 O 5.47 -0.78 3.45  C135 1.351, C137 1.441
137 C 6.81 -0.76 3.97  O136 1.441, C138 1.515, H140 1.095, H141 1.095
138 C 7.10 -2.01 4.78  C137 1.515, H142 1.093, H143 1.094, H144 1.095
139 C 4.49 -0.12 5.60  C135 1.499, H145 1.095, H146 1.095, H147 1.088
140 H 7.00 0.16 4.52  C137 1.095
141 H 7.48 -0.74 3.10  C137 1.095
142 H 6.45 -2.08 5.65  C138 1.093
143 H 8.14 -2.01 5.12  C138 1.094
144 H 6.93 -2.91 4.18  C138 1.095
145 H 4.20 -1.03 6.13  C139 1.095
146 H 3.81 0.69 5.87  C139 1.095
147 H 5.48 0.20 5.92  C139 1.088
148 O 8.14 -0.88 7.48  C149 1.231
149 C 9.23 -1.00 8.06  O148 1.231, O150 1.351, C153 1.499
150 O 10.32 -1.42 7.38  C149 1.351, C151 1.441
151 C 11.66 -1.40 7.90  O150 1.441, C152 1.515, H154 1.095, H155 1.095
152 C 11.95 -2.65 8.71  C151 1.515, H156 1.093, H157 1.094, H158 1.095
153 C 9.34 -0.76 9.53  C149 1.499, H159 1.095, H160 1.095, H161 1.088
154 H 11.85 -0.48 8.46  C151 1.095
155 H 12.33 -1.38 7.03  C151 1.095
156 H 11.29 -2.72 9.59  C152 1.093
157 H 12.99 -2.65 9.06  C152 1.094
158 H 11.77 -3.55 8.11  C152 1.095
159 H 9.05 -1.67 10.07  C153 1.095
160 H 8.65 0.05 9.81  C153 1.095
161 H 10.33 -0.44 9.85  C153 1.088
162 O 1.26 0.63 -8.01  C163 1.231
163 C 1.56 0.40 -6.84  O162 1.231, O164 1.351, C167 1.499
164 O 1.67 -0.88 -6.41  C163 1.351, C165 1.441
165 C 2.20 -1.27 -5.13  O164 1.441, C166 1.515, H168 1.095, H169 1.095
166 C 1.12 -1.23 -4.06  C165 1.515, H170 1.093, H171 1.094, H172 1.095
167 C 1.71 1.51 -5.85  C163 1.499, H173 1.095, H174 1.095, H175 1.088
168 H 3.07 -0.66 -4.87  C165 1.095
169 H 2.56 -2.29 -5.24  C165 1.095
170 H 0.72 -0.22 -3.93  C166 1.093
171 H 1.52 -1.57 -3.10  C166 1.094
172 H 0.28 -1.86 -4.35  C166 1.095
173 H 0.73 1.79 -5.46  C167 1.095
174 H 2.15 2.37 -6.37  C167 1.095
175 H 2.38 1.28 -5.03  C167 1.088

Computed properties:
2S+1	1
LUMO	-1.218	eV
SMILES string	[H]/N=C(\N)NCCCCN1C(=O)c2c(CN)ccc(-c3ccncc3)c2C1=O.CCOC(C)=O.CCOC(C)=O.CCOC(C)=O.CCOC(C)=O.CCOC(C)=O.CCOC(C)=O.CCOC(C)=O.CCOC(C)=O.CCOC(C)=O

Number 1: energy -272.64490 hartree, highest occupied orbital energy -0.346 Ha, Kohn-Sham gap 10.6 eV. Number 2: energy -1775.70073 hartree, highest occupied orbital energy -0.282 Ha, Kohn-Sham gap 7.9 eV. Number 3: energy -3984.76332 hartree, highest occupied orbital energy -0.305 Ha, Kohn-Sham gap 7.1 eV.